Below is 4 unconnected molecules or ions with the total composition C38H69INO13P3S, with properties calculated with ωB97M-V with the def2-TZVPD basis set.

```
! RIJCOSX wB97M-V def2-TZVPD def2/J DEFGRID3
* xyz 0 1
C 3.04 1.25 -1.75
C 4.36 2.05 -1.77
C 4.15 3.60 -1.86
C 4.36 4.28 -0.47
C 3.33 3.66 0.49
C 2.00 4.01 0.37
C 1.08 3.41 1.21
C -0.40 3.72 1.09
C -1.03 3.08 -0.17
C -0.55 3.72 -1.49
I -2.07 3.73 -3.01
C 1.54 2.50 2.14
C 2.87 2.17 2.28
C 3.78 2.77 1.43
N 3.31 1.23 3.24
C 2.56 0.03 3.26
C 3.17 -1.21 3.29
C 2.42 -2.35 3.27
C 1.05 -2.36 3.21
C 0.26 -3.66 3.14
C -1.08 -3.55 2.37
C -0.92 -3.78 0.84
C -1.44 -2.60 -0.02
C -0.75 -2.47 -1.39
C 0.79 -2.40 -1.32
C 1.40 -1.97 -2.67
C 2.84 -2.50 -2.86
C 3.85 -1.56 -2.21
O 5.13 -2.17 -2.10
C 6.04 -1.23 -1.53
C 0.44 -1.12 3.22
C 1.19 0.03 3.25
S 0.41 1.64 3.25
H 2.99 0.49 -0.96
H 2.18 1.91 -1.60
H 2.84 0.72 -2.70
H 4.96 1.86 -0.87
H 4.91 1.73 -2.66
H 3.08 3.72 -2.07
H 4.77 4.05 -2.64
H 4.24 5.36 -0.55
H 5.37 3.99 -0.15
H 1.73 4.72 -0.40
H -0.58 4.81 1.13
H -0.96 3.31 1.93
H -0.88 2.00 -0.16
H -2.11 3.23 -0.06
H -0.20 4.74 -1.28
H 0.27 3.12 -1.88
H 4.82 2.49 1.52
H 4.30 1.06 3.12
H 4.26 -1.23 3.33
H 2.96 -3.30 3.29
H 0.89 -4.33 2.53
H 0.16 -4.15 4.11
H -1.58 -2.59 2.51
H -1.74 -4.31 2.80
H -1.57 -4.63 0.59
H 0.09 -4.09 0.55
H -1.36 -1.63 0.49
H -2.51 -2.76 -0.22
H -1.08 -3.22 -2.12
H -1.07 -1.50 -1.81
H 1.10 -1.72 -0.51
H 1.15 -3.41 -1.12
H 0.75 -2.39 -3.45
H 1.37 -0.88 -2.78
H 3.03 -2.61 -3.93
H 2.89 -3.46 -2.33
H 3.47 -1.25 -1.22
H 3.96 -0.63 -2.80
H 6.60 -1.68 -0.71
H 6.76 -0.92 -2.30
H 5.52 -0.32 -1.20
H -0.64 -0.99 3.20
C -5.85 4.05 3.90
O -5.37 3.62 2.62
P -6.25 3.92 1.33
O -7.05 5.14 1.39
O -7.08 2.58 1.08
C -8.10 2.24 2.02
O -5.16 3.85 0.19
C -5.56 4.19 -1.14
H -5.25 4.89 4.23
H -6.89 4.34 3.87
H -5.72 3.22 4.60
H -8.70 3.12 2.28
H -7.65 1.83 2.93
H -8.74 1.49 1.57
H -4.83 4.89 -1.55
H -6.54 4.65 -1.18
H -5.55 3.29 -1.75
C 2.17 -9.10 6.86
O 2.92 -8.00 7.39
P 2.95 -6.63 6.58
O 1.74 -6.34 5.81
O 4.29 -6.70 5.72
C 4.35 -7.64 4.65
O 3.32 -5.60 7.71
C 3.33 -4.21 7.38
H 1.27 -9.23 7.47
H 1.88 -8.94 5.83
H 2.78 -9.99 6.93
H 3.43 -7.63 4.06
H 4.53 -8.64 5.05
H 5.18 -7.37 4.01
H 2.77 -3.67 8.14
H 2.88 -4.02 6.41
H 4.36 -3.85 7.38
C -6.13 2.31 -9.80
O -5.96 2.63 -8.42
P -4.60 3.30 -7.95
O -3.95 4.16 -8.94
O -3.70 2.10 -7.43
C -3.22 1.16 -8.39
O -5.04 4.00 -6.61
C -4.08 4.82 -5.93
H -6.84 3.01 -10.24
H -5.20 2.36 -10.36
H -6.53 1.30 -9.87
H -2.82 1.67 -9.27
H -4.02 0.47 -8.68
H -2.41 0.59 -7.93
H -4.56 5.77 -5.68
H -3.21 5.03 -6.55
H -3.77 4.32 -5.01
*
```

Results
**Highest occupied orbital energy**: -7.75 eV
**Max |F|**: 2.06 eV Å⁻¹
**Structure (SMILES)**: CCCCc1cc(CCCI)c2c(c1)Nc1ccc(CCCCCCCCCOC)cc1S2.COP(=O)(OC)OC.COP(=O)(OC)OC.COP(=O)(OC)OC
**Molar mass**: 999.9 g/mol
**Lowest unoccupied orbital energy**: 0.5 eV
**Orbital gap**: 0.3040 Ha

Below is a molecular structure, C38H74BrN9O11S2, with properties calculated with ωB97M-V with the def2-TZVPD basis set.

```
! RIJCOSX wB97M-V def2-TZVPD def2/J DEFGRID3
* xyz 0 1
C 2.50 -0.26 6.06
C 2.53 -1.74 5.71
Br 0.85 -2.10 4.76
C 2.73 -2.63 6.93
C 3.08 -4.05 6.56
C 2.10 -4.91 6.16
C 2.39 -6.24 5.77
N 1.55 -7.18 5.34
S 2.44 -8.47 5.00
N 3.91 -7.93 5.38
C 3.74 -6.67 5.80
C 4.77 -5.79 6.22
C 6.18 -6.37 6.18
C 6.57 -6.61 4.71
S 8.00 -5.56 4.29
C 8.00 -5.81 2.57
N 6.95 -5.78 1.82
N 7.38 -6.04 0.52
C 8.65 -6.20 0.61
O 9.14 -6.07 1.86
C 4.46 -4.51 6.60
C 5.59 -3.60 7.04
O 6.20 -4.05 8.27
N 5.18 -4.35 9.20
O 5.56 -5.11 10.00
H 3.42 0.07 6.53
H 1.62 -0.07 6.68
H 2.34 0.29 5.14
H 3.32 -1.93 4.99
H 1.87 -2.61 7.60
H 3.55 -2.20 7.49
H 1.08 -4.57 6.12
H 6.11 -7.33 6.67
H 6.88 -5.72 6.68
H 5.77 -6.29 4.06
H 6.74 -7.66 4.48
H 9.29 -6.42 -0.22
H 5.29 -2.57 7.16
H 6.37 -3.65 6.28
C -0.28 2.70 -2.28
O -1.14 1.80 -1.62
C -0.98 0.44 -2.01
C -0.36 -0.38 -0.90
N 1.03 -0.01 -0.68
C 1.62 -0.57 0.53
C 1.03 -0.18 1.88
O 1.23 1.18 2.23
C 0.30 2.09 1.70
H -0.62 3.71 -2.06
H 0.76 2.61 -1.93
H -0.30 2.55 -3.37
H -0.39 0.37 -2.93
H -1.98 0.05 -2.22
H -0.41 -1.44 -1.17
H -0.97 -0.23 0.00
H 1.09 1.00 -0.63
H 2.68 -0.27 0.53
H 1.61 -1.66 0.44
H 1.56 -0.76 2.64
H -0.02 -0.45 1.97
H -0.69 1.65 1.59
H 0.63 2.49 0.73
H 0.22 2.94 2.39
C -5.69 0.33 -3.98
O -4.75 0.88 -4.89
C -5.32 1.50 -6.04
C -5.16 3.00 -5.95
N -6.04 3.56 -4.93
C -5.76 4.95 -4.58
C -4.41 5.27 -3.95
O -4.26 4.74 -2.65
C -3.86 3.37 -2.58
H -5.13 -0.26 -3.26
H -6.22 1.11 -3.43
H -6.41 -0.32 -4.48
H -6.36 1.22 -6.18
H -4.75 1.14 -6.90
H -5.42 3.45 -6.92
H -4.10 3.21 -5.75
H -5.96 3.01 -4.09
H -6.53 5.27 -3.87
H -5.89 5.57 -5.48
H -4.34 6.35 -3.83
H -3.57 4.98 -4.59
H -3.21 3.09 -3.41
H -4.73 2.72 -2.55
H -3.31 3.22 -1.65
C 3.60 0.34 -3.12
O 3.74 1.70 -3.52
C 4.96 1.99 -4.19
C 4.69 2.30 -5.65
N 4.29 1.10 -6.38
C 3.77 1.36 -7.72
C 2.51 2.20 -7.87
O 1.33 1.58 -7.37
C 1.11 1.72 -5.98
H 2.73 0.28 -2.46
H 3.42 -0.31 -3.98
H 4.48 -0.01 -2.58
H 5.69 1.19 -4.08
H 5.37 2.89 -3.73
H 5.61 2.70 -6.11
H 3.93 3.09 -5.69
H 3.57 0.63 -5.85
H 3.57 0.38 -8.17
H 4.57 1.82 -8.32
H 2.33 2.33 -8.94
H 2.62 3.20 -7.44
H 1.49 2.67 -5.60
H 1.55 0.90 -5.42
H 0.03 1.69 -5.82
C -7.95 3.78 2.93
O -6.59 3.93 2.56
C -5.69 3.11 3.29
C -5.10 2.02 2.41
N -6.10 1.02 2.06
C -5.68 0.08 1.03
C -5.36 0.63 -0.36
O -6.48 1.14 -1.07
C -6.83 2.48 -0.76
H -8.51 4.57 2.46
H -8.36 2.82 2.59
H -8.08 3.85 4.02
H -6.16 2.69 4.18
H -4.87 3.76 3.62
H -4.28 1.54 2.95
H -4.68 2.51 1.52
H -6.94 1.49 1.75
H -6.49 -0.64 0.91
H -4.81 -0.47 1.39
H -4.99 -0.21 -0.96
H -4.55 1.37 -0.34
H -5.96 3.09 -0.50
H -7.56 2.52 0.05
H -7.30 2.91 -1.65
*
```

Results
**Highest occupied orbital energy**: -8.55 eV
**Max |F|**: 1.02 eV Å⁻¹
**Molar mass**: 977.1 g/mol
**Lowest unoccupied orbital energy**: -0.8 eV
**Orbital gap**: 0.2842 Ha

Below is 8 unconnected molecules or ions with the total composition C38H75ClO27, with properties calculated with ωB97M-V with the def2-TZVPD basis set.

```
! RIJCOSX wB97M-V def2-TZVPD def2/J DEFGRID3
* xyz 0 1
C 5.53 0.42 2.01
C 5.24 0.21 0.51
O 4.07 0.88 0.08
C 2.91 0.09 0.18
C 1.68 1.01 0.29
O 0.60 0.54 -0.51
C -0.48 -0.01 0.21
O -1.54 0.90 0.36
C -1.42 1.73 1.49
C -1.64 0.96 2.82
C -2.93 1.45 3.53
C -3.59 0.38 4.36
O -4.20 -0.55 3.95
Cl -3.40 0.59 6.14
O -0.49 1.20 3.65
C -0.20 0.14 4.55
C 0.97 -0.74 4.06
O -1.03 -1.08 -0.50
C -0.15 -2.19 -0.63
C -0.84 -3.55 -0.42
C 0.23 -4.54 0.13
C -2.04 -3.53 0.55
C -1.67 -3.02 1.96
C -3.30 -2.83 -0.01
H 6.29 1.19 2.14
H 4.63 0.73 2.54
H 5.92 -0.51 2.44
H 5.20 -0.86 0.27
H 6.07 0.65 -0.06
H 2.95 -0.57 1.07
H 2.77 -0.56 -0.70
H 1.98 2.01 -0.06
H 1.40 1.12 1.34
H -0.10 -0.37 1.18
H -0.45 2.24 1.55
H -2.19 2.50 1.39
H -1.67 -0.11 2.60
H -2.65 2.29 4.17
H -3.67 1.80 2.81
H -1.08 -0.49 4.74
H 0.07 0.59 5.50
H 1.52 -0.23 3.26
H 0.64 -1.72 3.71
H 1.66 -0.92 4.89
H 0.26 -2.16 -1.65
H 0.73 -2.09 0.03
H -1.17 -3.94 -1.40
H 0.81 -4.04 0.92
H -0.29 -5.36 0.64
H 0.89 -4.92 -0.65
H -2.33 -4.59 0.69
H -1.24 -3.84 2.54
H -2.55 -2.66 2.50
H -0.91 -2.24 1.93
H -3.39 -2.96 -1.09
H -4.19 -3.22 0.51
H -3.26 -1.76 0.22
C 2.36 -8.12 1.84
O 1.89 -8.75 3.03
C 0.88 -8.12 3.62
O 0.37 -7.10 3.24
O 0.54 -8.81 4.71
C -0.55 -8.24 5.44
H 3.17 -8.73 1.46
H 1.57 -8.07 1.09
H 2.73 -7.12 2.06
H -1.45 -8.19 4.83
H -0.29 -7.24 5.80
H -0.72 -8.90 6.29
C 2.89 8.01 1.98
O 2.80 6.81 2.76
C 1.60 6.24 2.75
O 0.63 6.65 2.16
O 1.66 5.15 3.51
C 0.43 4.42 3.61
H 3.91 8.36 2.08
H 2.67 7.80 0.93
H 2.20 8.76 2.35
H 0.13 4.07 2.63
H -0.35 5.03 4.05
H 0.63 3.57 4.25
C -6.61 6.61 0.42
O -5.60 5.64 0.73
C -5.57 4.60 -0.10
O -6.30 4.43 -1.05
O -4.60 3.78 0.29
C -4.44 2.61 -0.52
H -6.52 7.39 1.17
H -6.45 7.03 -0.56
H -7.60 6.15 0.48
H -4.20 2.87 -1.54
H -5.35 2.00 -0.49
H -3.62 2.04 -0.09
C 4.02 -0.96 -6.80
O 3.44 -0.50 -5.57
C 4.21 0.37 -4.92
O 5.28 0.77 -5.30
O 3.62 0.70 -3.78
C 4.35 1.66 -3.01
H 3.30 -1.65 -7.24
H 4.18 -0.13 -7.48
H 4.95 -1.48 -6.62
H 4.43 2.60 -3.57
H 5.34 1.29 -2.76
H 3.80 1.84 -2.09
C -5.13 12.17 3.40
O -4.11 11.22 3.70
C -4.05 10.19 2.85
O -4.77 10.03 1.90
O -3.07 9.38 3.24
C -2.88 8.23 2.42
H -5.06 12.94 4.16
H -4.96 12.61 2.41
H -6.11 11.71 3.43
H -2.62 8.51 1.40
H -3.77 7.60 2.42
H -2.05 7.68 2.85
C 3.01 -3.15 -3.72
O 3.83 -4.24 -3.30
C 3.86 -5.28 -4.12
O 3.32 -5.37 -5.19
O 4.61 -6.23 -3.55
C 4.74 -7.42 -4.33
H 3.12 -2.38 -2.97
H 3.34 -2.76 -4.68
H 1.97 -3.46 -3.78
H 5.22 -7.20 -5.29
H 3.77 -7.88 -4.50
H 5.37 -8.09 -3.76
C -3.14 -2.78 -8.14
O -1.83 -3.28 -8.41
C -1.36 -4.11 -7.48
O -1.94 -4.46 -6.48
O -0.14 -4.50 -7.85
C 0.50 -5.40 -6.95
H -3.39 -2.13 -8.97
H -3.86 -3.59 -8.08
H -3.15 -2.21 -7.21
H -0.07 -6.33 -6.85
H 0.64 -4.95 -5.97
H 1.48 -5.62 -7.37
*
```

Results
**Highest occupied orbital energy**: -10.06 eV
**Max |F|**: 0.86 eV Å⁻¹
**Structure (SMILES)**: CCOCCO[C@@H](OC[C@H](CC(=O)Cl)OCC)OC[C@@H](C)C(C)C.COC(=O)OC.COC(=O)OC.COC(=O)OC.COC(=O)OC.COC(=O)OC.COC(=O)OC.COC(=O)OC
**Molar mass**: 999.4 g/mol
**Lowest unoccupied orbital energy**: 0.3 eV
**Orbital gap**: 0.3827 Ha

Q: Which value of orbital gap does entry 2 give?
A: 0.2842 Ha

Q: Which value of max |F| does entry 1 give?
A: 2.06 eV Å⁻¹

Q: Which of these has the highest orbital gap?
A: C38H75ClO27

Q: Which of these has the lowest lowest unoccupied orbital energy?
A: C38H74BrN9O11S2